Entry from OMol25: a cluster of 4 separate species, C23H45BO9 in total at a distorted geometry (the ωB97M-V functional and the def2-TZVPD basis).

Cartesian coordinates (Å):
C -1.24 3.96 0.54
C -2.37 3.64 1.24
C -2.57 2.23 1.68
O -2.18 1.77 2.74
O -3.23 1.46 0.78
C -2.52 1.24 -0.47
C -3.19 2.00 -1.61
C -2.24 2.51 -2.68
C -1.35 1.45 -3.34
C -0.38 2.11 -4.34
C 1.05 2.39 -3.79
B 1.07 2.75 -2.27
C 1.46 1.67 -1.22
O 1.50 0.36 -1.77
C 1.09 -0.64 -0.87
H -1.31 4.46 -0.42
H -0.24 3.78 0.92
H -3.09 4.41 1.51
H -2.54 0.16 -0.63
H -1.49 1.58 -0.37
H -3.78 2.81 -1.19
H -3.91 1.31 -2.07
H -2.86 2.93 -3.48
H -1.63 3.35 -2.32
H -2.02 0.81 -3.92
H -0.85 0.81 -2.62
H -0.80 3.06 -4.67
H -0.30 1.45 -5.21
H 1.42 3.27 -4.33
H 1.73 1.58 -4.05
H 0.84 3.86 -1.88
H 2.48 1.95 -0.89
H 0.85 1.72 -0.31
H 0.00 -0.69 -0.79
H 1.41 -1.61 -1.25
H 1.56 -0.48 0.10
O 3.52 2.27 1.73
C 2.82 2.21 2.69
O 1.68 2.93 2.72
C 0.67 2.78 3.72
C 0.95 3.63 4.94
C 3.20 1.40 3.91
H 0.53 1.73 3.97
H -0.25 3.10 3.25
H 1.87 3.34 5.44
H 0.13 3.54 5.66
H 1.05 4.68 4.65
H 3.81 2.02 4.57
H 3.79 0.55 3.58
H 2.35 1.01 4.47
O 1.68 -3.70 -1.23
C 1.42 -4.20 -2.29
O 0.35 -3.74 -2.97
C 0.08 -4.10 -4.33
C -0.72 -5.38 -4.42
C 2.21 -5.36 -2.84
H 1.00 -4.14 -4.91
H -0.51 -3.27 -4.72
H -0.16 -6.23 -4.02
H -0.98 -5.60 -5.45
H -1.64 -5.30 -3.84
H 1.78 -6.29 -2.45
H 3.23 -5.27 -2.48
H 2.24 -5.41 -3.93
O 0.14 -2.97 6.11
C -0.03 -2.95 4.92
O 0.13 -1.79 4.26
C 0.15 -1.71 2.83
C -1.23 -1.58 2.24
C -0.49 -4.18 4.16
H 0.71 -2.54 2.41
H 0.73 -0.81 2.62
H -1.85 -2.46 2.44
H -1.17 -1.44 1.16
H -1.75 -0.71 2.67
H -1.57 -4.21 4.18
H -0.09 -5.05 4.67
H -0.15 -4.21 3.13

## Properties
SMILES ... C=CC(=O)OCCCCCCBCOC.CCOC(C)=O.CCOC(C)=O.CCOC(C)=O
Orbital gap ... 8.95 eV
E_tot ... -43681.0004 eV
Molecular weight ... 476.42 g mol⁻¹
Strongest force on any atom ... 0.061 Eh/bohr

Atomic partial charges in e from the Löwdin method, atoms 1 to 6: 0.040, -0.048, -0.472, 0.110, -0.006, -0.156

Entry from OMol25: a cluster of 2 separate species, C2H4OS2 in total at a distorted geometry (the ωB97M-V functional and the def2-TZVPD basis).

Cartesian coordinates (Å):
C -1.74 0.96 -0.08
C 1.13 -0.41 0.19
O 2.23 -1.10 0.12
S -2.09 -0.64 0.16
S 1.08 1.18 0.25
H -1.36 1.40 -1.09
H -1.42 1.50 0.83
H 0.15 -0.92 -0.04
H 2.02 -1.96 -0.35

## Properties
Relative energy (zero: lowest compared OMol25 entry of this formula, charge and spin) ... 2.129 eV
SMILES ... OC=S.C=S
Orbital gap (spin up / spin down) ... 8.38 / 8.38 eV
E_tot ... -25854.3664 eV
Molecular weight ... 108.19 g mol⁻¹
Strongest force on any atom ... 0.052 Eh/bohr

Atomic partial charges in e from the Löwdin method, atoms 1 to 6: -0.638, -0.803, -0.025, 0.548, 0.784, 0.038

Entry from OMol25: a structure of composition C31H45N4OPtS2Si4 (the ωB97M-V functional and the def2-TZVPD basis).

Cartesian coordinates (Å):
Pt 0.23 0.29 -0.19
C -0.87 -0.36 4.21
C -0.37 -0.65 2.81
N -0.14 0.33 2.00
N -0.41 1.60 2.53
C -0.86 2.43 1.66
S -1.20 2.14 0.00
S -1.15 4.09 2.25
C 0.54 4.36 2.89
C 1.58 4.40 1.80
C 1.58 5.41 0.84
C 2.52 5.42 -0.17
C 3.47 4.41 -0.26
C 3.47 3.39 0.68
C 2.53 3.39 1.71
C -0.15 -2.05 2.43
C 0.34 -2.92 3.42
C 0.49 -4.27 3.22
C 0.10 -4.80 1.99
C -0.39 -4.00 0.99
C -0.53 -2.57 1.14
O -0.99 -1.87 0.20
H -1.67 0.38 4.17
H -0.08 0.07 4.82
H -1.24 -1.27 4.68
H 0.74 3.55 3.58
H 0.50 5.31 3.44
H 0.82 6.18 0.89
H 2.50 6.21 -0.91
H 4.19 4.40 -1.06
H 4.20 2.59 0.62
H 2.53 2.59 2.44
H 0.64 -2.50 4.38
H 0.89 -4.91 4.00
H 0.17 -5.87 1.81
H -0.72 -4.42 0.05
N 7.45 0.25 1.13
C 6.33 0.09 0.88
C 4.94 -0.10 0.58
C 4.03 -0.43 1.57
C 2.70 -0.61 1.23
N 2.24 -0.48 -0.02
C 3.13 -0.18 -0.97
C 4.48 0.02 -0.73
H 4.35 -0.54 2.60
H 1.98 -0.91 1.98
H 2.74 -0.09 -1.97
H 5.15 0.26 -1.54
C 1.04 -1.83 -5.25
Si 0.86 -1.93 -3.36
C 2.53 -2.62 -2.80
C -0.38 -3.30 -2.99
Si 0.04 0.12 -2.51
Si 1.02 1.95 -3.62
C 0.62 1.95 -5.47
C 2.91 1.99 -3.54
C 0.43 3.60 -2.94
Si -2.23 0.05 -3.16
C -3.12 1.67 -2.86
C -3.17 -1.31 -2.26
C -2.43 -0.29 -5.01
H 1.35 -2.80 -5.64
H 1.80 -1.09 -5.53
H 0.11 -1.55 -5.73
H 2.64 -3.62 -3.21
H 2.60 -2.69 -1.72
H 3.37 -2.02 -3.16
H 0.10 -4.28 -3.06
H -1.22 -3.28 -3.69
H -0.78 -3.17 -1.98
H 0.92 1.01 -5.93
H 1.14 2.77 -5.98
H -0.45 2.08 -5.64
H 3.35 1.08 -3.97
H 3.26 2.09 -2.51
H 3.28 2.85 -4.10
H -0.63 3.76 -3.17
H 1.01 4.42 -3.37
H 0.53 3.63 -1.85
H -3.14 1.92 -1.80
H -4.15 1.60 -3.22
H -2.63 2.50 -3.38
H -2.84 -1.38 -1.23
H -3.01 -2.28 -2.73
H -4.25 -1.09 -2.28
H -1.96 0.47 -5.63
H -3.50 -0.32 -5.26
H -2.00 -1.26 -5.29

## Properties
Charge ... -1
Relative energy (zero: lowest compared OMol25 entry of this formula, charge and spin) ... 0.000 eV
Orbital gap ... 5.62 eV
E_tot ... -97318.1179 eV
Molecular weight ... 861.28 g mol⁻¹
Strongest force on any atom ... 0.013 Eh/bohr

Atomic partial charges in e from the Löwdin method, atoms 1 to 6: 0.622, -0.029, -0.277, -0.099, -0.074, -1.081

Entry from OMol25: an isolated molecule of C7H10 (the ωB97M-V functional and the def2-TZVPD basis).

Cartesian coordinates (Å):
C 1.33 -0.49 1.13
C 0.71 -0.99 -0.15
C -0.75 -0.85 -0.46
C -1.74 -0.21 0.49
C 0.26 -0.02 -1.23
C 0.34 1.40 -1.01
C 0.42 2.59 -0.83
H 1.18 -1.21 1.94
H 2.41 -0.35 1.01
H 0.90 0.47 1.45
H 1.18 -1.89 -0.54
H -1.18 -1.67 -1.04
H -2.64 0.11 -0.05
H -2.04 -0.91 1.27
H -1.32 0.68 0.97
H 0.45 -0.32 -2.26
H 0.49 3.65 -0.68

## Properties
Relative energy (zero: lowest compared OMol25 entry of this formula, charge and spin) ... 2.339 eV
SMILES ... C#C[C@@H]1[C@H](C)[C@@H]1C
Orbital gap ... 10.34 eV
E_tot ... -7418.6958 eV
Molecular weight ... 94.16 g mol⁻¹
Strongest force on any atom ... 0.009 Eh/bohr

Atomic partial charges in e from the Löwdin method, atoms 1 to 6: -0.063, -0.263, -0.262, -0.063, -0.229, -0.122